{"formula": "C18H29F4N7O2STl", "method": "ωB97M-V with the def2-TZVPD basis set", "species": ["Tl", "C", "C", "N", "C", "C", "C", "C", "N", "C", "C", "F", "C", "F", "C", "C", "F", "C", "F", "H", "H", "H", "H", "H", "H", "H", "H", "H", "H", "H", "H", "H", "H", "H", "N", "N", "C", "N", "S", "H", "H", "H", "H", "H", "C", "N", "C", "C", "N", "H", "H", "H", "H", "H", "H", "C", "C", "O", "O", "H", "H", "H"], "xyz": [[-0.153, 0.456, 0.351], [3.162, 0.729, -3.091], [2.066, 0.274, -2.138], [1.448, 1.358, -1.338], [0.885, 2.436, -2.179], [-0.096, 1.938, -3.223], [2.371, 1.903, -0.336], [2.808, 0.844, 0.698], [1.755, -0.126, 1.005], [2.160, -1.430, 1.233], [1.650, -2.531, 0.543], [0.771, -2.331, -0.462], [2.037, -3.828, 0.822], [1.488, -4.817, 0.107], [2.986, -4.104, 1.781], [3.523, -3.030, 2.464], [4.435, -3.234, 3.416], [3.116, -1.734, 2.212], [3.629, -0.737, 2.945], [3.610, -0.145, -3.566], [2.779, 1.373, -3.883], [3.962, 1.263, -2.578], [1.271, -0.227, -2.689], [2.458, -0.459, -1.436], [0.399, 3.140, -1.507], [1.701, 2.974, -2.676], [-0.888, 1.332, -2.779], [-0.576, 2.792, -3.700], [0.396, 1.359, -4.005], [3.266, 2.331, -0.798], [1.853, 2.732, 0.148], [3.682, 0.312, 0.314], [3.135, 1.388, 1.588], [3.299, -5.117, 1.991], [-0.678, -0.554, 2.795], [-0.884, 0.377, 3.809], [-0.596, 1.690, 3.676], [-0.957, 2.436, 4.728], [0.193, 2.420, 2.377], [-1.566, -0.941, 2.499], [-0.048, -1.278, 3.120], [-1.493, 0.099, 4.563], [-1.365, 2.044, 5.560], [-0.756, 3.420, 4.709], [-4.855, -1.782, -1.240], [-3.464, -2.068, -1.605], [-3.190, -2.842, -2.820], [-2.491, -1.662, -0.842], [-1.625, -1.299, -0.162], [-5.350, -1.281, -2.071], [-4.870, -1.130, -0.370], [-5.377, -2.710, -1.010], [-3.635, -2.336, -3.676], [-3.614, -3.842, -2.726], [-2.116, -2.921, -2.965], [-3.590, 2.877, 0.305], [-2.509, 1.852, 0.424], [-1.542, 1.914, -0.436], [-2.489, 0.989, 1.314], [-3.953, 2.929, -0.720], [-3.162, 3.852, 0.545], [-4.406, 2.660, 0.987]], "lowdin_charge": [0.98, -0.06, -0.23, -0.24, -0.24, -0.07, -0.20, -0.22, -0.14, -0.20, -0.16, 0.04, -0.22, 0.10, 0.08, -0.21, 0.11, -0.15, 0.11, 0.09, 0.07, 0.08, 0.11, 0.10, 0.11, 0.13, 0.06, 0.09, 0.07, 0.13, 0.09, 0.13, 0.11, 0.14, 0.02, -0.05, -0.80, 0.11, 0.76, 0.08, 0.11, 0.16, 0.12, 0.10, 0.00, -0.17, 0.00, -0.20, 0.16, 0.10, 0.10, 0.10, 0.10, 0.10, 0.10, 0.03, -0.70, -0.13, -0.06, 0.09, 0.10, 0.09], "de_lowest_kj_mol": 53.68, "homo_lumo_gap_ev": 8.1, "total_charge": 1, "largest_force_ev_per_a": 0.62, "homo_energy_ev": -10.57, "total_energy_ha": -2206.9441}